C23H31BeCaCl2FIKNO15PS | ωB97M-V with the def2-TZVPD basis set

Properties
- LUMO: -4.6 eV
- Kohn-Sham gap: 2.06 eV

The geometry in ORCA input format:
```
! RIJCOSX wB97M-V def2-TZVPD def2/J DEFGRID3
* xyz 0 1
C -3.92229 5.37499 0.11900
C -2.90297 4.99993 -1.09316
I -2.32589 6.79738 -2.25359
C -3.71105 4.05684 -2.13281
C -2.84219 2.87353 -2.80004
S -1.00829 3.02767 -2.59744
O -0.50182 1.64752 -2.18194
O -0.44453 3.31776 -3.97712
O -0.55174 4.23967 -1.48381
C -1.61609 4.25220 -0.47660
C -1.14838 4.97582 0.93434
C -0.27999 6.28161 0.73976
C 0.21435 6.96000 2.07067
C -0.27795 6.16666 3.32947
C -1.17077 4.90315 3.32069
N -1.59824 4.31990 2.09572
H -4.99101 5.57393 -0.26576
H -3.57221 6.28004 0.72429
H -3.88149 4.46362 0.83110
H -4.14332 4.67651 -3.00129
H -4.63807 3.56594 -1.58840
H -3.10887 2.77229 -3.91172
H -3.17813 1.89494 -2.28480
H -1.84976 3.14400 -0.24218
H -0.01139 6.72762 -0.28578
H 0.84496 7.90227 2.10538
H 0.02901 6.57472 4.35931
H -1.49455 4.39567 4.29697
Be -5.23779 3.08977 -0.26654
C 0.90352 2.02571 0.72516
O 1.85787 2.55128 1.63450
P 3.00647 1.36549 2.16227
O 3.00920 2.02469 3.53671
O 4.15963 2.05653 1.18084
C 4.40725 3.44891 1.29001
O 4.12951 0.17967 2.70399
C 5.22748 0.64924 3.46731
H 0.22244 2.82650 0.42414
H 1.40836 1.62715 -0.16301
H 0.32763 1.23469 1.20990
H 4.17663 3.83669 2.28388
H 3.81434 3.97879 0.54130
H 5.46315 3.63015 1.08499
H 4.90121 0.92993 4.47029
H 5.72190 1.50092 2.96961
H 5.94639 -0.16174 3.55886
C 0.15081 -2.12438 -2.20727
O 0.95322 -1.29773 -1.38073
H 0.69106 -3.05119 -2.41407
H -0.78493 -2.35798 -1.69478
H -0.05805 -1.60181 -3.15171
H 0.44668 -0.49129 -1.22045
F 6.54862 -0.38284 1.54127
Cl -1.41087 -0.84018 -4.42971
C 2.12521 -5.75105 -0.72699
C 3.23656 -6.40204 -1.20805
C 2.91161 -7.55223 -2.14983
O 3.74964 -8.21145 -2.74049
C 1.49232 -7.89797 -2.35892
C 0.38109 -7.25400 -1.86687
C 0.70656 -6.03908 -1.01101
O -0.12799 -5.28860 -0.54056
O -0.81266 -7.54969 -2.04698
O 4.43000 -6.15107 -0.96413
H 2.26065 -4.90941 -0.05575
H 1.35481 -8.77116 -2.98751
K 1.95397 3.90945 0.03012
Ca 6.76809 -0.01171 -0.58945
C -3.36061 -8.19033 0.16221
C -4.61715 -7.56760 -0.36408
O -5.63887 -8.36246 0.22363
C -5.11284 -8.92608 1.34589
O -5.75166 -9.52026 2.16672
O -3.76826 -8.72656 1.41468
H -2.55838 -7.46294 0.29367
H -3.00039 -9.00588 -0.47129
H -4.74112 -6.53186 -0.03473
H -4.67504 -7.60216 -1.45281
Cl 6.89538 2.96301 3.72551
*
```

Okay, here come the Löwdin numbers, in e, for every atom:
1 C -0.20
2 C -0.73
3 I 0.93
4 C -0.32
5 C -0.17
6 S 0.77
7 O -0.34
8 O -0.32
9 O -0.36
10 C -0.34
11 C -0.21
12 C -0.03
13 C 0.00
14 C -0.02
15 C -0.06
16 N 0.07
17 H 0.08
18 H 0.09
19 H 0.01
20 H 0.10
21 H -0.13
22 H 0.14
23 H 0.12
24 H 0.16
25 H 0.07
26 H 0.10
27 H 0.10
28 H 0.12
29 Be 0.46
30 C -0.27
31 O -0.50
32 P 0.79
33 O -0.23
34 O -0.32
35 C -0.18
36 O -0.30
37 C -0.27
38 H 0.01
39 H 0.08
40 H 0.12
41 H 0.10
42 H -0.02
43 H 0.08
44 H 0.08
45 H -0.12
46 H 0.08
47 C -0.23
48 O -0.16
49 H 0.07
50 H 0.08
51 H -0.13
52 H 0.03
53 F -0.64
54 Cl -0.35
55 C 0.18
56 C -0.35
57 C -0.32
58 O 0.12
59 C 0.18
60 C -0.35
61 C -0.32
62 O 0.13
63 O 0.11
64 O 0.11
65 H 0.15
66 H 0.14
67 K 0.97
68 Ca 1.68
69 C -0.14
70 C -0.13
71 O 0.06
72 C -0.55
73 O 0.15
74 O 0.06
75 H 0.13
76 H 0.13
77 H 0.14
78 H 0.14
79 Cl -0.30

CH8NO | ωB97M-V with the def2-TZVPD basis set

Properties
- Energy above the lowest of the compared OMol25 structures with the same formula, charge and spin: 1.7 kcal per mole
- LUMO: -3.6 eV
- Kohn-Sham gap: 13.15 eV

The geometry in ORCA input format:
```
! RIJCOSX wB97M-V def2-TZVPD def2/J DEFGRID3
* xyz 1 1
C -1.19464 -0.17539 0.72671
N -0.52860 -0.46915 -0.60337
H -0.41790 -0.13329 1.48005
H -1.92386 -0.94717 0.91289
H -1.62607 0.81274 0.65830
H -0.04506 -1.36066 -0.52018
H -1.23957 -0.48140 -1.33613
H 0.22371 0.22409 -0.77499
H 2.13011 1.60999 -0.28910
H 2.74445 0.24363 -0.08033
O 1.87744 0.67662 -0.17386
*
```

Okay, here come the Löwdin numbers, in e, for every atom:
1 C 0.00
2 N 0.13
3 H 0.10
4 H 0.10
5 H 0.10
6 H 0.16
7 H 0.17
8 H 0.11
9 H 0.09
10 H 0.09
11 O -0.05

C12H9BrN2O4S | ωB97M-V with the def2-TZVPD basis set

Properties
- Energy above the lowest of the compared OMol25 structures with the same formula, charge and spin: 6.7 kcal per mole
- SMILES: O=C(O)C[C@@H]1CSc2cc(Br)cc3[nH]c(=O)c(=O)n1c23
- LUMO: -0.5 eV
- Kohn-Sham gap: 8.24 eV

The geometry in ORCA input format:
```
! RIJCOSX wB97M-V def2-TZVPD def2/J DEFGRID3
* xyz 0 1
O -1.50378 -0.83793 3.79869
C -1.88358 -0.21762 2.86926
O -3.00816 0.55552 2.83458
C -1.04413 -0.02340 1.63735
C -0.09710 -1.17569 1.30092
C 1.26706 -1.00829 2.09246
S 2.10121 0.62502 1.63939
C 1.62370 0.90092 0.00344
C 2.03169 2.14375 -0.56324
C 1.50529 2.50639 -1.79297
Br 1.66602 4.28665 -2.52630
C 0.85620 1.57868 -2.56309
C 0.43283 0.33407 -2.07559
N -0.41443 -0.45938 -2.78440
C -0.83444 -1.73755 -2.32372
O -1.76235 -2.23703 -3.02194
C -0.41383 -2.20184 -0.94659
O -0.65191 -3.31312 -0.62243
N 0.17463 -1.19320 -0.13977
C 0.79754 -0.03610 -0.69166
H -3.18402 0.90566 1.93919
H -1.66859 0.14041 0.79662
H -0.55983 0.92300 1.62199
H -0.66761 -2.05718 1.60201
H 1.82769 -1.88914 1.84097
H 1.07460 -0.98339 3.24727
H 2.51707 2.89161 -0.00348
H 0.41442 1.91498 -3.45753
H -0.59616 -0.33583 -3.71144
*
```

Okay, here come the Löwdin numbers, in e, for every atom:
1 O 0.16
2 C -0.50
3 O 0.11
4 C -0.09
5 C -0.28
6 C -0.31
7 S 0.98
8 C -0.49
9 C -0.14
10 C -0.66
11 Br 0.72
12 C -0.10
13 C -0.15
14 N 0.16
15 C -0.25
16 O 0.07
17 C -0.33
18 O 0.17
19 N 0.05
20 C -0.10
21 H 0.12
22 H 0.12
23 H 0.11
24 H 0.16
25 H 0.07
26 H 0.12
27 H 0.09
28 H 0.09
29 H 0.12

C3H3O2Tl | ωB97M-V with the def2-TZVPD basis set

Properties
- Energy above the lowest of the compared OMol25 structures with the same formula, charge and spin: 93.0 kcal per mole
- Expectation value of S²: 0.7619
- LUMO (alpha / beta): -6.5 / -8.7 eV
- Kohn-Sham gap (alpha / beta): 8.92 / 7.30 eV

The geometry in ORCA input format:
```
! RIJCOSX wB97M-V def2-TZVPD def2/J DEFGRID3
* xyz 1 2
C -0.20190 -0.19912 1.31716
C 1.29533 0.08185 1.32987
H 1.62691 0.90268 1.99201
H -0.80280 -0.03670 2.21990
H 2.02118 -0.74129 1.43422
O -0.86269 0.81686 -0.99314
C -0.20801 0.92078 0.12450
O 1.24014 0.57860 -0.04387
Tl -0.11074 -1.19539 -0.74758
*
```

Okay, here come the Löwdin numbers, in e, for every atom:
1 C -0.03
2 C -0.19
3 H 0.16
4 H 0.12
5 H 0.14
6 O -0.08
7 C -0.29
8 O -0.15
9 Tl 1.32

FH3N3P3 | ωB97M-V with the def2-TZVPD basis set

Properties
- Energy above the lowest of the compared OMol25 structures with the same formula, charge and spin: 70.7 kcal per mole
- SMILES: Fn1[pH]np[nH][pH]1
- LUMO: -0.4 eV
- Kohn-Sham gap: 8.04 eV

The geometry in ORCA input format:
```
! RIJCOSX wB97M-V def2-TZVPD def2/J DEFGRID3
* xyz 0 1
F -1.08807 -2.18908 0.24137
N -0.37162 -0.99044 0.46334
P 1.24485 -1.30604 0.02155
N 1.83754 0.13673 -0.48147
P 1.33729 1.63763 -0.40026
N -0.24362 1.49815 0.15240
P -1.45425 0.28953 -0.27240
H 1.19054 -1.97142 -1.33906
H -0.55950 2.30709 0.58480
H -1.89317 0.58786 1.02972
*
```

Okay, here come the Löwdin numbers, in e, for every atom:
1 F -0.24
2 N -0.61
3 P 0.66
4 N -0.67
5 P 0.73
6 N -0.60
7 P 0.86
8 H -0.05
9 H -0.03
10 H -0.06

C3H6N2O | ωB97M-V with the def2-TZVPD basis set

Properties
- Energy above the lowest of the compared OMol25 structures with the same formula, charge and spin: 74.6 kcal per mole
- SMILES: N#CCCON
- LUMO: 0.8 eV
- Kohn-Sham gap: 10.22 eV

The geometry in ORCA input format:
```
! RIJCOSX wB97M-V def2-TZVPD def2/J DEFGRID3
* xyz 0 1
N -2.49998 0.47821 -1.15930
C -1.37903 0.72480 -0.98875
C 0.08186 1.01973 -1.03266
C 0.78498 -0.01366 -0.17992
O -0.01447 -0.04144 1.06895
N 0.25389 -1.22372 1.86553
H 0.24490 2.02447 -0.63064
H 0.44721 0.97423 -2.06257
H 0.74678 -1.00126 -0.65207
H 1.81119 0.27925 0.05983
H 0.08156 -1.99957 1.22335
H -0.55889 -1.22104 2.48824
*
```

Okay, here come the Löwdin numbers, in e, for every atom:
1 N 0.14
2 C -0.22
3 C -0.15
4 C -0.20
5 O -0.25
6 N 0.03
7 H 0.12
8 H 0.12
9 H 0.12
10 H 0.12
11 H 0.07
12 H 0.09